[1]
{"formula": "C32H28F4I2N6O2SV", "method": "ωB97M-V with the def2-TZVPD basis set", "e_above_lowest_kj_mol": 83.61, "multiplicity": 4, "e_tot_ev": -110267.4269, "total_charge": 0, "orbital_gap_ev": [7.382, 5.839], "symbols": ["V", "C", "C", "C", "C", "C", "C", "C", "C", "C", "C", "H", "H", "H", "H", "H", "H", "H", "H", "H", "H", "H", "H", "H", "H", "H", "I", "C", "I", "H", "H", "C", "C", "O", "O", "H", "H", "H", "F", "C", "C", "F", "C", "C", "C", "F", "C", "C", "C", "N", "C", "N", "F", "C", "C", "N", "C", "N", "N", "C", "S", "N", "C", "C", "C", "C", "C", "C", "H", "H", "H", "H", "H", "H", "H", "H"], "coordinates": [[1.352786, 0.666636, -0.238371], [3.335673, 1.706456, -0.472007], [3.618441, 0.350894, -0.661862], [3.384047, -0.357918, 0.563752], [2.888962, 0.591883, 1.517112], [2.821679, 1.852724, 0.865915], [2.743292, 3.134756, 1.625032], [2.639154, 0.350059, 2.988848], [3.613907, -1.836946, 0.737356], [4.093220, -0.325528, -1.935965], [3.561807, 2.823735, -1.440645], [2.598276, 3.964499, 0.941393], [3.692107, 3.306225, 2.124195], [1.896292, 3.125860, 2.372052], [2.235132, -0.655817, 3.146237], [2.029601, 1.131384, 3.445475], [3.597654, 0.409622, 3.521547], [2.794179, -2.306991, 1.275320], [4.562587, -1.930624, 1.317642], [3.749062, -2.315780, -0.228624], [5.050438, -0.839384, -1.718369], [4.242518, 0.370281, -2.759663], [3.389882, -1.077548, -2.281524], [2.674744, 3.409752, -1.606390], [3.870308, 2.549409, -2.471508], [4.335461, 3.505405, -1.088853], [-0.897700, 3.786568, 0.815145], [-0.698501, 5.058682, -0.903180], [0.937430, 6.444976, -0.795380], [-1.580669, 5.666832, -0.980956], [-0.553641, 4.440484, -1.768708], [0.066492, 1.015533, -3.753275], [0.434971, 2.132987, -2.789876], [0.623921, 3.274160, -3.196810], [0.462683, 1.767844, -1.503058], [0.525957, 1.323673, -4.709717], [-1.023834, 1.035261, -3.903431], [0.442308, 0.029749, -3.543731], [-4.955009, -1.280171, 2.679799], [-4.972486, -0.534467, 1.588385], [-6.113348, 0.037600, 1.106737], [-7.246327, -0.074934, 1.766109], [-6.104029, 0.905942, -0.019980], [-4.903108, 1.162358, -0.642194], [-3.747469, 0.594800, -0.122331], [-2.639998, 0.735913, -0.862375], [-3.716586, -0.249743, 1.010667], [-2.515309, -0.689784, 1.697878], [-1.315637, 0.004128, 1.419773], [-0.401662, 0.626351, 1.075849], [-2.393510, -1.966274, 2.238250], [-2.322187, -3.134658, 2.411511], [-4.814985, 1.873155, -1.763991], [-7.303454, 1.650034, -0.382397], [-8.662323, 1.290359, -0.071734], [-9.783508, 1.066650, 0.098081], [-7.197569, 2.862839, -1.108356], [-7.146277, 3.893547, -1.634248], [-1.666229, -1.775984, -1.134030], [-0.493662, -2.280732, -0.772838], [0.958049, -1.586077, -1.288910], [-0.477032, -3.295285, 0.055695], [0.672441, -3.961804, 0.514719], [0.774065, -4.163636, 1.895026], [1.933735, -4.727862, 2.381293], [2.972756, -5.089939, 1.516676], [2.842383, -4.869646, 0.149125], [1.681349, -4.361561, -0.374481], [-1.649210, -0.935714, -1.700038], [-2.512960, -2.016017, -0.664528], [-1.361851, -3.552810, 0.446755], [0.017847, -3.815733, 2.601629], [2.021254, -4.894177, 3.443382], [3.894215, -5.578793, 1.886506], [3.629257, -5.199616, -0.512940], [1.507761, -4.248087, -1.433625]], "forces_ev_per_angstrom": [[-0.4, 0.0, 0.0], [0.0, 0.3, 0.0], [-0.1, -0.7, -0.7], [-1.0, 0.5, 0.2], [0.3, -0.9, -0.4], [1.0, 0.2, 0.2], [-1.3, 0.1, 0.3], [0.4, 0.0, -0.4], [0.8, 0.9, 0.5], [0.5, 0.0, 0.6], [0.3, 0.2, -0.8], [-0.2, 0.2, 0.0], [0.1, 0.0, 0.3], [1.0, 0.2, -0.8], [-0.1, 0.3, 0.2], [-0.3, -0.3, -0.2], [0.0, -0.2, -0.1], [0.1, -0.1, 0.0], [-0.6, -0.3, -0.3], [-0.1, 0.0, 0.1], [-0.4, 0.2, -0.3], [0.1, 0.1, 0.1], [-0.1, -0.2, 0.0], [-0.5, 0.3, 0.2], [-0.1, -0.4, 0.7], [0.1, 0.0, 0.2], [-0.1, 0.6, -0.4], [0.3, 0.3, 0.6], [-0.2, -0.4, 0.0], [-0.3, 0.1, 0.1], [0.2, -0.2, -0.2], [0.3, 1.2, -1.2], [0.1, 0.1, 0.5], [-0.2, -1.1, 0.7], [0.2, 0.1, -0.9], [-0.4, -0.2, 0.2], [0.3, -0.2, 0.1], [-0.1, -0.3, 0.6], [-0.6, -0.2, 0.4], [0.7, 0.3, -0.5], [0.3, 0.5, -0.6], [-0.5, -0.4, 0.4], [-2.1, 0.6, 0.5], [1.4, -0.6, 0.3], [-0.2, -0.5, -0.2], [0.3, 0.5, 0.0], [-0.5, 0.7, 0.2], [0.9, 1.2, -0.7], [-0.8, -0.3, -0.1], [0.8, -0.5, 0.0], [0.0, -3.5, -0.1], [-0.2, 2.7, 0.1], [0.0, -0.1, 0.2], [-0.1, -0.5, 0.0], [0.5, 0.0, -0.1], [0.4, 0.0, 0.0], [0.0, 0.5, -0.2], [0.0, -0.6, 0.2], [0.5, 0.4, -0.8], [-0.2, 0.5, 0.3], [0.9, 0.9, -0.6], [-0.4, -0.5, -0.4], [0.5, -0.3, 0.7], [0.2, 0.4, -0.3], [0.7, -0.5, -0.1], [0.3, -0.2, 0.3], [0.3, -0.9, 0.2], [-1.1, 0.3, 0.6], [-0.1, -0.2, 0.3], [-0.4, -0.2, 0.2], [-0.4, -0.4, 0.5], [0.0, -0.2, -0.5], [0.1, 0.0, 0.1], [-0.7, 0.5, -0.1], [0.1, 0.1, -0.1], [0.2, 0.0, 0.0]]}

***

[2]
{"formula": "C6H13N3O", "method": "ωB97M-V with the def2-TZVPD basis set", "e_above_lowest_kj_mol": 544.20, "multiplicity": 1, "e_tot_ev": -12946.0757, "total_charge": 0, "orbital_gap_ev": [7.367, 6.442], "symbols": ["C", "C", "C", "C", "N", "C", "C", "N", "N", "O", "H", "H", "H", "H", "H", "H", "H", "H", "H", "H", "H", "H", "H"], "coordinates": [[0.634251, -2.053085, 0.081001], [-1.010991, 0.440062, -0.911126], [1.459755, 1.768627, -0.144808], [-2.010913, 1.000663, 0.042378], [-0.800615, -1.857240, 0.300384], [0.917783, 0.422565, 0.289795], [1.257918, -0.801999, -0.512895], [-1.082151, -1.489868, 1.492397], [1.964186, -0.898637, -1.564359], [0.670211, 0.292237, 1.528119], [-2.070937, -1.343272, 1.663074], [-0.364947, -0.857736, 1.953700], [2.330461, 0.005378, -1.861113], [0.744030, -2.864199, -0.634348], [1.142835, -2.307627, 1.016540], [-0.460815, 1.147555, -1.516248], [-1.316503, -0.416028, -1.494724], [0.823454, 2.551956, 0.265577], [2.458244, 1.891769, 0.283131], [1.526758, 1.894318, -1.225459], [-1.652332, 0.924065, 1.083851], [-2.972570, 0.484705, -0.007879], [-2.187111, 2.065791, -0.126986]], "forces_ev_per_angstrom": [[0.0, 0.1, 0.0], [0.4, -0.2, 0.3], [-0.1, -0.1, 0.0], [0.0, 0.0, 0.0], [0.0, 0.3, 0.4], [-0.3, 0.0, 0.1], [0.0, -0.1, -0.1], [0.1, 0.1, -0.4], [-0.2, 0.0, 0.2], [0.0, -0.1, -0.3], [0.1, 0.0, 0.0], [0.0, -0.1, -0.1], [0.0, 0.0, 0.1], [0.0, 0.0, 0.0], [-0.1, 0.0, 0.0], [0.0, 0.0, 0.0], [0.0, 0.0, 0.0], [0.0, 0.0, 0.0], [0.0, 0.0, 0.0], [0.0, 0.0, 0.0], [0.0, 0.0, 0.0], [0.0, 0.0, 0.0], [0.0, -0.1, 0.0]]}

***

[3]
{"formula": "C4H9NO2", "method": "ωB97M-V with the def2-TZVPD basis set", "e_above_lowest_kj_mol": 491.05, "multiplicity": 1, "e_tot_ev": -9874.9713, "total_charge": 0, "orbital_gap_ev": [8.551, 8.554], "symbols": ["C", "O", "C", "C", "N", "C", "O", "H", "H", "H", "H", "H", "H", "H", "H", "H"], "coordinates": [[-1.447169, 0.654966, 1.329508], [-0.577149, -0.302523, 0.736116], [-0.258895, 0.065497, -1.374176], [1.027703, -0.701630, -1.445484], [1.475120, -0.976084, -0.065518], [0.915125, 0.101040, 0.728665], [0.989269, 1.254231, 0.167929], [-1.126560, 1.663331, 1.052581], [-2.465862, 0.469353, 0.969236], [-1.452385, 0.556213, 2.424452], [-0.303355, 1.081162, -1.749719], [-1.196476, -0.483699, -1.401316], [1.784959, -0.106427, -1.962831], [0.897741, -1.656879, -1.968429], [1.085737, -1.856869, 0.259673], [1.251756, 0.001959, 1.777693]], "forces_ev_per_angstrom": [[-0.1, 0.1, 0.0], [0.1, 0.1, -0.3], [0.0, -0.1, 0.1], [-0.1, 0.1, -0.1], [0.0, -0.1, 0.1], [0.0, -0.1, 0.1], [-0.2, -0.1, -0.1], [-0.1, -0.1, 0.0], [0.2, 0.0, 0.0], [0.1, -0.1, -0.2], [0.1, -0.1, 0.2], [0.2, 0.1, 0.1], [-0.2, 0.0, 0.1], [-0.1, 0.2, 0.1], [0.1, 0.0, 0.0], [-0.1, 0.1, -0.1]]}